1.
C30H63AsF6NO12S6 | ωB97M-V/def2-TZVPD

Results
**Charge**: -1
**Energy relative to the best compared isomer or geometry (same formula, charge and spin)**: 3.684 eV
**LUMO energy**: 1.80 eV
**Molecular weight**: 1011.14 g mol⁻¹

Geometry (Å):
H: -2.554 -1.625 0.951
H: -3.045 -1.525 2.474
H: 2.555 3.897 -2.582
H: 3.198 -2.981 -3.588
H: 3.821 -5.566 -0.637
C: -2.379 -1.301 -2.382
N: -2.085 -1.349 -3.801
O: 3.057 -1.522 6.648
H: 1.878 4.485 -5.243
H: 1.804 2.565 -1.831
C: 3.958 -3.221 -2.845
H: -3.868 1.082 4.564
H: -6.805 1.211 5.038
H: 4.264 5.559 -0.074
H: 0.503 0.001 -5.724
C: 3.675 1.430 4.744
H: -2.703 -5.552 1.873
O: 4.395 2.848 1.830
C: 4.440 0.212 4.225
C: 0.985 2.994 -3.925
H: -2.890 -3.574 3.325
C: -0.847 -0.699 -4.124
S: 3.966 -0.392 6.742
C: 3.050 -5.216 -1.323
H: 0.506 2.032 -4.109
H: 1.635 5.618 -0.613
C: -5.401 2.040 1.757
O: -5.135 -2.685 -0.396
H: 6.049 0.176 5.624
C: -4.672 1.611 4.052
C: -3.636 -3.132 -4.480
H: 2.378 -6.072 -1.273
C: 5.185 -0.446 5.387
C: 2.984 1.073 5.993
C: 2.080 5.518 0.377
S: 3.072 2.351 -5.303
H: -4.156 0.156 -2.217
H: 3.134 1.147 -3.337
H: 2.065 5.032 3.253
O: -7.861 0.725 2.207
O: 4.647 0.021 8.010
S: -4.986 -2.741 1.121
C: -4.639 -4.512 1.631
H: -4.215 0.372 2.398
H: 1.730 3.311 2.812
S: -7.030 1.849 2.719
As: 0.368 -0.123 1.004
C: -6.136 1.067 4.190
H: 4.906 -2.869 -3.252
H: -2.644 -4.601 0.441
H: 3.768 -0.370 3.595
H: -1.106 0.101 -6.206
H: 5.115 0.734 3.546
H: 4.393 2.250 4.781
C: 2.080 2.944 -2.815
C: 3.233 2.219 -3.504
H: -5.359 1.667 0.733
O: 2.783 -5.382 -4.002
C: 3.499 4.864 0.270
H: 0.040 -1.042 -3.592
C: -2.556 -3.450 2.295
O: 4.115 3.299 -5.707
C: -4.286 1.451 2.537
H: 5.496 -1.486 5.289
H: -5.302 3.113 1.596
H: 4.268 2.363 -3.193
H: -3.930 -2.523 -5.335
F: -0.199 -1.633 0.147
C: 1.599 3.432 -5.277
H: -3.709 -4.158 -4.840
H: 1.542 -3.841 -1.680
H: -1.712 -2.535 -5.325
H: 2.184 6.514 0.806
H: 3.405 3.971 -0.348
C: -2.192 -2.669 -4.356
O: 2.793 1.079 -5.927
H: -5.334 -5.193 1.139
C: -3.147 -2.223 1.643
F: 0.984 1.330 1.834
F: 2.062 -0.646 0.775
H: -3.096 -2.033 -2.011
H: -2.591 0.966 -2.364
H: -1.718 -3.372 -3.670
H: -4.647 2.652 4.374
F: 0.216 -0.988 2.590
F: -1.314 0.470 1.205
C: 2.420 -3.804 -1.036
F: 0.490 0.650 -0.617
H: 1.151 3.428 -6.270
H: 0.243 3.792 -3.897
H: 2.058 -3.608 -0.026
O: 4.630 5.295 2.528
O: -5.909 -2.139 2.056
H: -1.490 -3.312 2.112
C: -0.446 -0.519 -5.598
H: -1.096 0.343 -3.921
C: 2.061 4.287 2.457
H: 2.774 1.881 6.694
H: -6.196 0.071 3.751
H: -1.460 -1.280 -1.797
S: 3.771 -5.048 -3.019
H: 4.312 -2.527 -0.882
H: 0.264 5.262 1.620
C: 3.425 -2.689 -1.494
H: -4.317 -3.085 -3.631
O: -7.671 3.140 3.088
C: -3.089 0.061 -2.015
H: -3.318 1.841 2.224
H: -0.402 -1.503 -6.064
H: 2.001 0.604 5.947
H: 3.111 -1.660 -1.669
H: 0.699 3.931 0.685
C: 1.150 4.741 1.258
H: -2.882 0.191 -0.953
H: 2.904 1.717 4.029
C: -3.057 -4.612 1.449
H: -4.990 -4.487 2.662
S: 3.852 4.218 1.924
O: 5.027 -5.733 -2.931

2.
C4H10Br2N | ωB97M-V/def2-TZVPD

Results
**Charge**: +1
**Energy relative to the best compared isomer or geometry (same formula, charge and spin)**: 0.824 eV
**LUMO energy**: -3.88 eV
**Molecular weight**: 231.94 g mol⁻¹

Geometry (Å):
H: 0.595 0.674 -1.322
N: -0.319 0.312 1.425
H: -1.016 0.777 2.050
Br: -2.128 -1.502 0.346
H: 1.240 1.201 2.348
H: -0.087 -2.220 -1.421
H: -0.281 -0.639 1.819
C: 0.814 1.150 1.391
C: -1.139 0.119 -0.217
Br: -2.336 1.673 -0.190
C: 0.657 -1.333 -1.370
H: 1.187 -1.449 -2.374
H: -0.629 0.021 -2.342
H: 0.723 2.057 0.922
H: 1.353 -1.422 -0.547
H: 1.585 0.624 0.768
C: -0.219 -0.043 -1.286

3.
H12O6 | ωB97M-V/def2-TZVPD

Results
**Energy relative to the best compared isomer or geometry (same formula, charge and spin)**: 3.124 eV
**LUMO energy**: 0.47 eV
**Molecular weight**: 108.09 g mol⁻¹

Geometry (Å):
H: 1.080 -2.306 0.942
O: 0.271 -2.841 1.388
H: -0.060 -0.021 -0.400
H: -0.781 -1.710 0.485
H: -2.060 -1.355 0.607
O: 2.239 -1.503 0.084
H: 3.006 -0.876 0.136
H: 0.574 1.491 -0.306
H: 1.050 3.987 0.203
H: -2.660 0.179 -0.730
H: 0.142 3.585 -0.708
O: 0.642 0.622 -0.338
O: 1.018 3.439 -0.547
O: -1.359 -1.058 0.123
H: 0.790 -3.397 1.960
O: -2.857 0.881 -1.488
H: 1.998 -0.708 -0.479
H: -3.032 1.590 -0.932

Q: What is the molecular weight in the third record?
A: 108.09 g mol⁻¹